Record 1
{"formula": "C3Br2ClFO", "method": "ωB97M-V/def2-TZVPD", "symbols": ["C", "C", "C", "O", "F", "Cl", "Br", "Br"], "positions_angstrom": [[0.60579, 0.72445, -0.20519], [1.67803, -0.02210, -0.10421], [-1.14965, -0.33350, -0.24399], [-1.53300, -0.92415, -1.19645], [-1.70768, -0.35389, 0.92751], [0.52102, 2.34783, -0.33033], [3.43407, 0.67333, -0.00005], [1.84086, -1.82784, 0.14925]], "forces_ev_per_a": [[-3.549, -3.572, 0.096], [1.126, 0.383, 0.317], [3.055, 0.582, -1.936], [0.547, 1.065, 1.248], [-0.075, 0.337, 0.623], [-0.251, 1.662, -0.153], [0.060, 0.879, -0.196], [-0.913, -1.337, 0.001]], "relative_energy_ev": 1.973, "total_charge": 0, "orbital_gap_ev": 9.58}

Record 2
{"formula": "C3Br2F3N", "method": "ωB97M-V/def2-TZVPD", "symbols": ["C", "C", "C", "N", "F", "F", "F", "Br", "Br"], "positions_angstrom": [[3.17696, -0.99402, -0.49922], [-0.67986, -0.20224, 0.57697], [-1.80700, 0.77111, 0.39304], [2.53440, -1.90931, -0.76466], [-1.39525, 1.35614, -0.71826], [-1.95589, 1.70631, 1.31600], [-3.11824, 0.35349, 0.19441], [-0.73766, -1.61154, -0.50622], [3.98255, 0.53005, 0.00793]], "forces_ev_per_a": [[-0.261, 0.325, 0.227], [0.445, 0.325, 1.349], [-2.340, -0.319, -0.356], [0.284, -0.126, -0.136], [0.213, 0.932, -1.262], [0.748, 0.004, 0.728], [1.349, -0.428, -0.091], [-0.477, -0.509, -0.357], [0.039, -0.204, -0.101]], "relative_energy_ev": 3.188, "total_charge": 0, "orbital_gap_ev": 7.96}

Record 3
{"formula": "C3Br2F6", "method": "ωB97M-V/def2-TZVPD", "symbols": ["F", "F", "F", "F", "F", "F", "Br", "Br", "C", "C", "C"], "positions_angstrom": [[-1.89899, -0.41745, 0.34958], [-0.77941, -2.24031, 0.43503], [-0.33573, -0.86587, 2.02988], [-0.55147, 1.05864, -1.76094], [1.40173, 1.82778, -0.97113], [1.53300, -0.13006, 0.83326], [-0.52383, 2.36877, 0.62642], [1.06906, -1.51170, -1.57296], [-0.70392, -0.98164, 0.74264], [0.28114, 1.15613, -0.66062], [0.50840, -0.26430, -0.05116]], "forces_ev_per_a": [[1.392, -0.447, 1.425], [-0.229, -1.002, 0.252], [-1.754, 0.090, -0.449], [1.296, 0.134, 1.279], [-0.056, -1.409, -0.618], [-0.295, -0.190, -0.760], [-0.387, -0.244, 0.222], [-0.191, 1.145, 1.092], [0.889, 1.764, -1.333], [-1.502, 0.661, -0.368], [0.838, -0.501, -0.742]], "relative_energy_ev": 0.308, "total_charge": 0, "smiles": "FC(F)(F)[C@@](F)(Br)C(F)(F)Br", "orbital_gap_ev": 10.87}

Record 4
{"formula": "C3BrIN4S", "method": "ωB97M-V/def2-TZVPD", "symbols": ["C", "C", "C", "N", "N", "N", "N", "S", "Br", "I"], "positions_angstrom": [[0.12112, -0.36842, -0.33196], [-0.16507, 1.09873, 0.30302], [-1.93168, -0.09077, 0.06664], [1.27109, -0.76233, -0.60483], [-1.05684, -0.95786, -0.42832], [-1.46129, 1.08067, 0.49173], [2.44952, -0.56910, -0.78715], [0.98980, 2.18705, 0.57275], [3.70643, -1.04884, 0.50068], [-3.92308, -0.56913, 0.21744]], "forces_ev_per_a": [[-2.584, 1.144, 0.776], [1.490, -0.386, -0.313], [0.651, 0.923, 0.350], [3.131, -0.243, 0.255], [0.266, -1.796, -0.762], [-1.952, 0.354, 0.384], [-1.529, 0.465, -1.397], [0.204, -0.094, -0.087], [0.191, -0.413, 0.841], [0.132, 0.047, -0.046]], "total_charge": 0, "smiles": "S=C1N=C(I)N=C1/N=N/Br", "orbital_gap_ev": 7.08}

Copy entry 3 word for word.
{"formula": "C3Br2F6", "method": "ωB97M-V/def2-TZVPD", "symbols": ["F", "F", "F", "F", "F", "F", "Br", "Br", "C", "C", "C"], "positions_angstrom": [[-1.89899, -0.41745, 0.34958], [-0.77941, -2.24031, 0.43503], [-0.33573, -0.86587, 2.02988], [-0.55147, 1.05864, -1.76094], [1.40173, 1.82778, -0.97113], [1.53300, -0.13006, 0.83326], [-0.52383, 2.36877, 0.62642], [1.06906, -1.51170, -1.57296], [-0.70392, -0.98164, 0.74264], [0.28114, 1.15613, -0.66062], [0.50840, -0.26430, -0.05116]], "forces_ev_per_a": [[1.392, -0.447, 1.425], [-0.229, -1.002, 0.252], [-1.754, 0.090, -0.449], [1.296, 0.134, 1.279], [-0.056, -1.409, -0.618], [-0.295, -0.190, -0.760], [-0.387, -0.244, 0.222], [-0.191, 1.145, 1.092], [0.889, 1.764, -1.333], [-1.502, 0.661, -0.368], [0.838, -0.501, -0.742]], "relative_energy_ev": 0.308, "total_charge": 0, "smiles": "FC(F)(F)[C@@](F)(Br)C(F)(F)Br", "orbital_gap_ev": 10.87}

What did the second record say?
{"formula": "C3Br2F3N", "method": "ωB97M-V/def2-TZVPD", "symbols": ["C", "C", "C", "N", "F", "F", "F", "Br", "Br"], "positions_angstrom": [[3.17696, -0.99402, -0.49922], [-0.67986, -0.20224, 0.57697], [-1.80700, 0.77111, 0.39304], [2.53440, -1.90931, -0.76466], [-1.39525, 1.35614, -0.71826], [-1.95589, 1.70631, 1.31600], [-3.11824, 0.35349, 0.19441], [-0.73766, -1.61154, -0.50622], [3.98255, 0.53005, 0.00793]], "forces_ev_per_a": [[-0.261, 0.325, 0.227], [0.445, 0.325, 1.349], [-2.340, -0.319, -0.356], [0.284, -0.126, -0.136], [0.213, 0.932, -1.262], [0.748, 0.004, 0.728], [1.349, -0.428, -0.091], [-0.477, -0.509, -0.357], [0.039, -0.204, -0.101]], "relative_energy_ev": 3.188, "total_charge": 0, "orbital_gap_ev": 7.96}

Question: What is the formula in the fourth record?
Answer: C3BrIN4S